# 1
Density functional theory data (wB97M-V/def2-TZVPD) for a structure of composition C37H29Br2N5NiO3PS3 at a distorted geometry.

Element x y z (Å)
Ni  -0.038  0.967  0.618
Br  2.007  4.668  -5.509
C  1.122  3.688  -4.125
C  0.070  2.822  -4.438
C  -0.549  2.053  -3.465
C  -0.070  2.065  -2.108
O  -0.616  1.293  -1.276
C  1.014  2.962  -1.813
C  1.584  3.082  -0.517
N  1.127  2.562  0.578
C  1.779  2.773  1.819
C  2.681  3.761  2.100
C  3.348  3.861  3.342
C  3.132  2.950  4.342
C  2.176  1.937  4.133
C  1.802  1.008  5.137
C  0.826  0.103  4.881
C  0.200  0.085  3.626
N  0.507  0.907  2.673
C  1.487  1.854  2.894
C  1.561  3.784  -2.835
H  -0.286  2.821  -5.484
H  -1.393  1.417  -3.728
H  2.527  3.603  -0.522
H  2.960  4.503  1.330
H  4.107  4.651  3.464
H  3.636  3.031  5.298
H  2.331  1.064  6.073
H  0.535  -0.656  5.601
H  -0.575  -0.639  3.374
H  2.421  4.403  -2.600
S  0.276  -1.769  -2.063
P  -1.231  -2.124  -0.858
S  -1.680  -0.898  0.736
C  -1.039  -3.811  -0.237
C  -1.192  -4.841  -1.160
C  -0.858  -6.151  -0.780
C  -0.408  -6.416  0.499
C  -0.272  -5.371  1.405
C  -0.625  -4.067  1.040
C  -2.799  -2.141  -1.816
C  -2.822  -2.009  -3.195
C  -4.029  -2.086  -3.903
C  -5.224  -2.357  -3.242
C  -5.200  -2.421  -1.840
C  -4.020  -2.339  -1.151
H  -1.436  -4.531  -2.183
H  -0.975  -6.958  -1.494
H  -0.216  -7.436  0.839
H  0.000  -5.527  2.447
H  -0.512  -3.287  1.771
H  -1.920  -1.834  -3.762
H  -4.029  -1.980  -4.986
H  -6.179  -2.421  -3.783
H  -6.121  -2.562  -1.313
H  -3.999  -2.364  -0.064
S  -2.118  2.694  2.026
C  -2.825  2.769  0.547
N  -2.624  3.670  -0.454
C  -3.399  3.328  -1.657
C  -3.663  1.826  -1.420
N  -3.748  1.829  0.075
H  -1.827  4.301  -0.463
H  -2.788  3.491  -2.542
H  -4.314  3.925  -1.643
H  -2.769  1.252  -1.689
H  -4.560  1.489  -1.899
H  -3.628  0.921  0.487
Br  4.237  -2.512  4.363
C  4.433  -2.062  2.551
C  5.612  -2.311  1.905
N  5.847  -1.981  0.647
C  4.920  -1.286  -0.018
C  3.703  -0.933  0.569
C  3.443  -1.393  1.854
C  2.657  -0.084  -0.104
O  2.968  0.668  -1.037
O  1.530  -0.195  0.487
H  6.379  -2.876  2.440
H  5.152  -0.971  -1.031
H  2.473  -1.237  2.235

Results
Energy relative to the best compared isomer or geometry (same formula, charge and spin) ... 0.0 kJ/mol
HOMO energy (alpha / beta) ... -4.94 / -4.96 eV
LUMO level (alpha / beta) ... 1.6992 / 1.6780 eV
Spin multiplicity ... 3
Total charge ... -1
Total energy ... -275362.6534 eV

***

# 2
Density functional theory data (wB97M-V/def2-TZVPD) for a cluster of 2 separate species, C5H11O3 in total at a distorted geometry.

Element x y z (Å)
O  0.022  -1.844  -1.790
C  0.185  -2.024  -0.576
O  -0.040  -3.112  0.049
C  0.694  -0.943  0.424
C  -0.443  0.035  0.746
C  -1.060  0.646  -0.551
C  -1.264  2.209  -0.292
H  1.160  -1.292  1.346
H  1.476  -0.331  -0.051
H  -1.245  -0.404  1.358
H  -0.002  0.880  1.296
H  -0.455  0.469  -1.435
H  -2.034  0.250  -0.891
H  -1.721  2.389  0.689
H  -1.964  2.627  -1.012
H  -0.281  2.583  -0.556
H  2.547  2.851  1.667
H  1.532  3.449  0.641
O  1.670  3.236  1.554

Results
Energy relative to the best compared isomer or geometry (same formula, charge and spin) ... 121.9 kJ/mol
HOMO energy ... -3.58 eV
LUMO level ... 3.1195 eV
Total charge ... -1
Total energy ... -11506.8045 eV

***

# 3
Density functional theory data (wB97M-V/def2-TZVPD) for a cluster of 2 separate species, C4H12N2O4P in total at a distorted geometry.

Element x y z (Å)
N  3.050  -1.996  1.108
C  3.218  -1.032  0.024
P  1.630  -0.793  -0.859
C  0.567  0.188  0.258
O  -0.471  -0.599  0.734
N  -0.855  -1.551  -0.363
O  -0.612  -2.679  0.002
H  3.163  -2.935  0.752
H  2.111  -1.954  1.492
H  3.990  -1.348  -0.668
H  3.458  -0.067  0.464
H  1.906  -0.105  -2.041
H  1.199  -2.080  -1.182
H  0.224  1.103  -0.262
H  1.170  0.519  1.110
O  -4.564  1.279  0.457
C  -3.695  1.630  -0.431
C  -2.253  2.199  0.287
O  -1.376  2.566  -0.604
H  -3.966  2.488  -1.090
H  -3.314  0.834  -1.108
H  -1.972  1.341  0.936
H  -2.608  2.991  0.983

Results
HOMO energy ... -1.20 eV
LUMO level ... 1.7525 eV
Total charge ... -1
Total energy ... -24791.8707 eV

***

# 4
Density functional theory data (wB97M-V/def2-TZVPD) for the molecule CH2O4S2 at a distorted geometry.

Element x y z (Å)
O  -1.408  0.236  1.749
S  -0.835  0.782  0.556
O  -1.246  2.008  -0.086
C  -0.355  -0.642  -0.659
S  1.141  0.053  0.174
O  1.891  -0.822  1.044
O  1.925  0.785  -0.854
H  -0.656  -1.585  -0.267
H  -0.457  -0.814  -1.656

Results
Energy relative to the best compared isomer or geometry (same formula, charge and spin) ... 252.6 kJ/mol
HOMO energy ... -11.13 eV
LUMO level ... -1.0581 eV
Structure (SMILES) ... O=S1(=O)CS1(=O)=O
Total energy ... -30925.6057 eV

***

# 5
Density functional theory data (wB97M-V/def2-TZVPD) for a cluster of 9 separate species, C29H56N2O11S4 in total at a distorted geometry.

Element x y z (Å)
C  -1.737  5.070  -0.801
C  -2.744  4.442  0.158
O  -3.583  3.632  -0.259
C  -2.366  4.512  1.625
H  -1.885  6.138  -0.962
H  -1.621  4.572  -1.763
H  -0.773  4.833  -0.351
H  -1.321  4.585  1.928
H  -2.891  3.733  2.178
H  -2.767  5.471  1.951
C  3.047  1.308  2.957
C  3.875  -0.029  3.014
O  3.820  -0.823  2.092
C  4.385  -0.441  4.349
H  2.032  1.098  2.619
H  3.417  1.880  2.106
H  3.071  1.820  3.918
H  5.345  0.016  4.586
H  4.364  -1.529  4.420
H  3.712  -0.023  5.098
C  2.259  4.678  2.602
C  1.801  5.968  1.986
O  0.783  5.917  1.300
C  2.586  7.257  1.990
H  1.731  3.922  2.023
H  2.102  4.684  3.681
H  3.339  4.526  2.619
H  1.762  7.966  2.063
H  3.091  7.417  1.037
H  3.097  7.177  2.949
C  -1.747  0.667  3.580
C  -0.566  0.131  4.390
N  0.385  -0.295  5.018
H  -2.659  0.404  4.115
H  -1.727  0.022  2.701
H  -1.589  1.723  3.363
C  0.829  0.123  -0.264
C  0.481  1.253  0.613
N  0.195  2.133  1.313
H  1.615  -0.506  0.156
H  1.105  0.548  -1.229
H  -0.008  -0.555  -0.431
C  -4.425  -0.075  0.701
C  -5.371  0.822  -0.086
C  -4.815  0.870  -1.559
S  -3.242  -0.027  -1.621
O  -2.285  0.818  -2.378
O  -3.702  -1.327  -2.054
C  -3.005  -0.030  0.228
H  -4.737  -1.107  0.542
H  -4.506  0.143  1.766
H  -5.340  1.802  0.389
H  -6.381  0.415  -0.025
H  -4.367  1.856  -1.681
H  -5.424  0.588  -2.418
H  -2.519  0.903  0.514
H  -2.312  -0.851  0.411
C  -1.018  -5.732  -2.976
C  -0.991  -4.737  -4.190
C  -0.663  -3.304  -3.702
S  -0.341  -3.319  -1.922
O  -1.513  -2.769  -1.246
O  0.992  -2.684  -1.806
C  -0.209  -5.148  -1.780
H  -0.726  -6.751  -3.232
H  -2.085  -5.709  -2.757
H  -1.898  -4.712  -4.794
H  -0.263  -5.045  -4.941
H  -1.349  -2.466  -3.827
H  0.291  -3.000  -4.133
H  -0.307  -5.425  -0.731
H  0.817  -5.352  -2.087
C  1.634  -0.238  -6.942
C  0.931  -0.933  -5.747
C  1.862  -0.688  -4.475
S  2.524  1.038  -4.670
O  3.998  1.007  -4.527
O  1.650  1.946  -3.936
C  2.024  1.188  -6.500
H  0.928  -0.058  -7.753
H  2.554  -0.762  -7.200
H  0.765  -1.969  -6.040
H  0.023  -0.353  -5.580
H  2.756  -1.250  -4.745
H  1.540  -0.818  -3.442
H  2.693  1.748  -7.153
H  1.033  1.642  -6.508
C  1.931  -3.480  3.814
C  1.065  -4.324  4.706
C  -0.390  -3.841  4.250
S  -0.412  -3.651  2.370
O  -1.067  -2.410  2.063
O  -0.713  -4.954  1.826
C  1.397  -3.430  2.345
H  2.931  -3.913  3.822
H  2.070  -2.445  4.125
H  1.263  -4.153  5.764
H  1.001  -5.390  4.485
H  -0.587  -2.812  4.552
H  -1.294  -4.376  4.542
H  1.517  -2.403  2.000
H  1.819  -3.991  1.511

Results
HOMO energy (alpha / beta) ... -11.33 / -11.33 eV
LUMO level (alpha / beta) ... -1.9761 / -8.5497 eV
Spin multiplicity ... 2
Total charge ... +1
Total energy ... -99810.6000 eV

***

# 6
Density functional theory data (wB97M-V/def2-TZVPD) for the molecule C5H6N2S at a distorted geometry.

Element x y z (Å)
C  3.289  0.251  0.493
C  2.384  -0.358  0.018
C  1.273  -1.003  -0.542
C  -0.071  -0.710  -0.321
N  -0.414  0.607  0.203
C  -1.637  1.217  -0.228
N  -2.851  0.737  -0.240
S  -3.132  -0.785  0.318
H  3.932  0.864  1.175
H  1.429  -2.091  -0.875
H  -1.050  -1.255  -0.488
H  0.444  1.140  0.082
H  -1.484  2.216  -0.880
H  -2.111  -0.831  1.285

Results
Energy relative to the best compared isomer or geometry (same formula, charge and spin) ... 459.9 kJ/mol
HOMO energy ... -8.41 eV
LUMO level ... 0.5204 eV
Structure (SMILES) ... C#C/C=C\N/C=N\S
Total energy ... -19093.2438 eV

***

# 7
Density functional theory data (wB97M-V/def2-TZVPD) for the molecule C2H2N2O2S at a distorted geometry.

Element x y z (Å)
N  1.559  -1.925  -2.111
C  1.549  -0.882  -1.622
C  1.442  0.233  -0.831
O  1.637  1.350  -0.653
O  0.449  -0.525  0.369
S  -0.199  0.323  1.499
N  -1.794  0.489  0.942
H  -2.260  -0.304  1.048
H  -2.383  1.241  1.359

Results
Energy relative to the best compared isomer or geometry (same formula, charge and spin) ... 284.4 kJ/mol
HOMO energy ... -8.17 eV
LUMO level ... -1.2343 eV
Structure (SMILES) ... N#CC(=O)OSN
Total energy ... -20013.4020 eV